Entry from OMol25: a cluster of 3 separate species, C6H18N2P in total (ωB97M-V/def2-TZVPD).

## Properties
E_HOMO (alpha / beta), eV: -11.64 / -11.94
Charge: +1
Energy above the lowest of the compared OMol25 structures with the same formula, charge and spin, kcal per mole: 124.92
Lowest unoccupied orbital energy (alpha / beta), hartree: -0.1474 / -0.1305

```
27
Properties=species:S:1:pos:R:3:forces:R:3
C 1.300205 -1.167927 1.714186 -1.6 -1.1 -0.5
C 3.315891 -0.510831 0.345581 2.3 -1.4 1.1
C 1.667027 1.103685 -1.418914 -1.5 1.3 -0.5
C -2.768388 -1.337338 -1.212861 0.7 0.1 4.0
C -1.980389 1.519965 -0.695761 0.8 -2.0 -2.7
C 1.880756 -0.426792 0.585785 0.7 1.3 -1.1
N 1.259592 0.396009 -0.191880 -1.4 -0.4 -1.1
N -1.733913 0.320781 0.093210 -1.0 -1.3 0.7
P -2.031987 0.372363 1.842327 -0.5 -1.0 -0.7
H 1.903515 -1.986542 2.086368 0.5 0.2 0.0
H 0.981108 -0.531970 2.502597 0.3 1.0 0.9
H 0.319864 -1.622291 1.495339 0.3 0.1 -0.6
H 3.742351 0.213330 -0.365041 -0.3 -0.2 0.7
H 3.822473 -0.458108 1.389169 -0.5 -0.1 -1.9
H 3.555281 -1.525638 -0.095516 -0.2 0.8 0.7
H 2.697230 1.029940 -1.630469 1.1 0.6 0.2
H 1.206962 0.747483 -2.370420 -0.2 -0.6 1.1
H 1.212452 2.146859 -1.353319 1.3 -1.1 0.1
H -1.737685 -1.549176 -1.357990 0.3 -0.4 -0.4
H -3.335079 -1.814852 -0.397919 0.9 0.0 -0.2
H -3.439500 -1.034992 -1.925390 -1.0 1.3 -2.0
H -2.971963 1.962861 -0.721007 -0.2 0.0 0.4
H -1.222178 2.274543 -0.479138 0.0 0.2 0.0
H -1.780410 1.019517 -1.757826 -0.4 2.0 1.6
H 0.243339 0.476875 -0.171750 -0.8 -0.6 1.0
H -3.168019 1.147153 1.929874 -0.6 0.9 0.0
H -2.938545 -0.764911 2.160773 1.1 0.5 -0.6
```
Forces are in eV/Å.

Results of the Löwdin charge analysis, in e, for atoms 1 through 2:
1 C -0.01
2 C -0.01

=====

Entry from OMol25: an isolated molecule of C20H20F3N3O3 (ωB97M-V/def2-TZVPD).

## Properties
E_HOMO, eV: -8.35
Energy above the lowest of the compared OMol25 structures with the same formula, charge and spin, kcal per mole: 0.00
Lowest unoccupied orbital energy, hartree: 0.0012
SMILES string: COc1cc(C(=O)O)nc(N2C[C@H]3C[C@H](c4ccccc4C(F)(F)F)C[C@H]3C2)n1

```
49
Properties=species:S:1:pos:R:3:forces:R:3
C -2.549691 -4.852386 -0.182578 0.0 0.5 1.2
O -3.243421 -4.351044 -1.323880 0.1 0.7 0.5
C -3.343798 -2.992479 -1.363017 1.2 -0.2 0.4
C -4.148147 -2.424827 -2.297561 -2.3 -0.4 -2.2
C -4.205593 -1.051726 -2.431492 1.9 0.0 1.8
C -5.008822 -0.415538 -3.521764 -1.5 -0.2 -0.9
O -5.593297 -1.139329 -4.313461 0.8 1.3 0.7
O -5.122985 0.954437 -3.531236 0.6 -1.6 0.2
N -3.449514 -0.310222 -1.589776 -1.0 1.6 -1.3
C -2.689114 -0.922676 -0.718346 0.9 1.0 1.4
N -1.897764 -0.192204 0.187748 -0.4 -1.0 -1.0
C -0.924383 -0.818454 1.104198 -0.3 0.0 -0.3
C -0.376436 0.383992 1.918039 0.4 -0.7 0.3
C 1.140183 0.273663 2.152324 -0.6 -1.1 1.1
C 1.739738 0.831010 0.903238 0.4 0.6 -1.3
C 3.106756 1.468152 1.012757 1.8 -1.2 -1.0
C 3.290115 2.486625 1.923796 0.1 0.9 0.5
C 4.469189 3.227605 2.074524 0.1 -0.4 -1.0
C 5.530585 2.881471 1.252470 1.2 0.2 0.1
C 5.459688 1.809744 0.379938 -1.3 -0.8 -0.5
C 4.259217 1.087969 0.222774 0.0 -0.1 1.3
C 4.209566 -0.092036 -0.774918 1.0 0.8 0.2
F 3.900895 -1.326674 -0.216969 -0.1 1.9 -1.1
F 3.316503 0.330862 -1.704978 0.0 -1.5 0.0
F 5.406926 -0.294599 -1.453084 -1.5 0.2 1.0
C 0.723657 1.865610 0.328958 0.3 0.4 -0.1
C -0.595971 1.624062 1.047263 -0.9 0.1 0.3
C -1.770368 1.247297 0.129780 -0.6 0.8 0.4
N -2.614771 -2.226918 -0.604391 1.1 -2.0 1.4
H -3.125407 -4.652788 0.745351 0.3 0.1 -0.5
H -2.399562 -5.905683 -0.232232 -0.4 -0.9 -0.7
H -1.548088 -4.448816 -0.052316 -0.1 0.5 -0.2
H -4.732771 -3.110000 -2.897850 -0.1 0.3 -0.3
H -5.647225 1.174581 -4.315927 0.0 -0.1 0.0
H -0.134441 -1.389669 0.532616 -0.7 0.6 0.6
H -1.433374 -1.506949 1.801132 0.3 0.0 -0.5
H -0.889361 0.434218 2.885547 -0.1 0.0 -0.3
H 1.429888 -0.803488 2.331884 -0.1 1.1 -0.2
H 1.416611 0.828099 3.048751 0.1 0.1 0.0
H 1.741372 0.004281 0.212121 0.4 -0.2 -0.5
H 2.438263 2.759824 2.526865 -0.2 0.1 0.2
H 4.586059 4.106664 2.704603 -0.4 -0.4 0.2
H 6.506663 3.395861 1.288361 -0.7 -0.1 0.2
H 6.295313 1.539659 -0.247068 0.2 0.0 0.1
H 1.081871 2.885809 0.529225 -0.1 -0.3 -0.1
H 0.598699 1.778126 -0.765970 0.3 0.0 0.5
H -0.899211 2.502228 1.656835 0.3 -0.5 -0.3
H -1.610365 1.629873 -0.875644 -0.1 -0.1 -0.2
H -2.693879 1.716780 0.513361 0.2 -0.1 -0.3
```
Forces are in eV/Å.

Results of the Löwdin charge analysis, in e, for atoms 1 through 2:
1 C -0.08
2 O -0.03

=====

Entry from OMol25: a cluster of 12 separate species, C53H124F18N9O4P3 in total (ωB97M-V/def2-TZVPD).

## Properties
E_HOMO, eV: -20.94
Charge: +6
Energy above the lowest of the compared OMol25 structures with the same formula, charge and spin, kcal per mole: 202.47
Lowest unoccupied orbital energy, hartree: -0.4808

```
211
Properties=species:S:1:pos:R:3:forces:R:3
C 6.138891 -5.150357 -3.425088 0.2 -0.4 0.4
C 5.859981 -3.848887 -2.620358 -0.4 0.7 -2.3
C 4.395321 -3.259027 -2.890288 1.5 -0.7 1.2
N 4.127321 -1.980757 -2.069548 -0.4 -1.8 -0.8
C 2.608711 -1.707057 -2.188438 1.1 0.9 0.5
C 5.045251 -0.837557 -2.625898 -1.0 0.0 0.1
C 5.855851 -0.319957 -1.412298 -1.0 -0.9 -1.3
C 5.915161 -1.549157 -0.472368 -0.4 0.1 0.0
C 4.510531 -2.166417 -0.609798 0.2 1.2 0.2
H 5.479761 -5.947247 -3.080688 -0.3 0.0 -0.3
H 7.118521 -5.598047 -3.257768 0.3 0.5 0.8
H 6.218881 -5.127557 -4.511908 -0.9 0.6 -0.1
H 6.472101 -3.037257 -3.013638 0.7 -0.2 0.2
H 6.136061 -4.015947 -1.579218 -0.6 0.0 -0.1
H 3.725661 -4.073487 -2.614058 -0.6 0.5 0.2
H 4.196761 -2.904067 -3.901568 0.4 -0.6 -0.2
H 1.953771 -2.455597 -1.742518 0.7 -0.7 -0.2
H 2.344471 -1.506727 -3.226778 0.2 -0.1 0.1
H 2.382431 -0.829017 -1.583508 0.3 0.3 -0.3
H 4.329561 -0.138757 -3.058998 0.1 0.4 0.4
H 5.650421 -1.099407 -3.493828 0.0 -0.9 0.3
H 5.178731 0.468043 -1.082678 0.8 0.2 0.8
H 6.804851 0.049183 -1.801178 0.0 0.2 0.5
H 6.154411 -1.304837 0.562602 -0.3 0.2 0.0
H 6.665661 -2.293897 -0.737318 0.1 0.4 -0.3
H 3.775611 -1.526887 -0.120918 0.1 -0.2 0.6
H 4.398511 -3.182877 -0.232508 -0.1 0.1 -0.4
C 5.633061 2.505503 7.202142 -0.4 0.1 -0.5
C 4.630991 2.094433 6.091842 1.2 -0.5 -0.8
C 5.295781 1.767273 4.736282 0.0 -0.6 -0.5
N 4.309931 1.348223 3.613762 -2.0 1.0 0.6
C 3.290781 0.310363 4.153252 0.5 0.8 -0.3
C 5.055051 0.789053 2.401232 -0.5 0.3 -0.9
C 5.053591 1.879833 1.271502 0.6 0.8 1.9
C 4.427441 3.158563 1.945632 -0.5 -0.3 -0.5
C 3.534901 2.652103 3.097732 0.9 -1.2 -1.3
H 6.495391 1.848153 7.313372 -0.1 -0.1 -0.2
H 5.075511 2.481683 8.138452 0.2 0.2 0.0
H 5.989901 3.518143 7.014192 0.0 0.0 0.2
H 3.928201 2.912053 5.931552 -0.3 -0.2 0.3
H 4.173391 1.147283 6.377522 -0.4 0.4 0.3
H 5.901161 0.861393 4.767622 0.3 0.2 0.6
H 5.894721 2.557893 4.284302 0.0 0.2 0.2
H 3.812491 -0.599167 4.451052 0.0 0.0 -0.5
H 2.557561 0.182503 3.356922 0.3 -0.4 0.0
H 2.768041 0.647383 5.048392 0.2 0.5 -0.3
H 4.549771 -0.071847 1.963452 -0.5 -0.1 0.7
H 6.013531 0.378393 2.718692 0.1 0.6 0.1
H 4.466891 1.567913 0.407442 -0.2 0.0 0.2
H 6.062601 2.095473 0.920072 0.0 -0.1 0.0
H 3.774691 3.575283 1.178592 -0.1 0.4 0.2
H 5.090581 3.975863 2.229112 0.4 -0.5 0.1
H 2.615291 2.344263 2.600082 -0.1 -0.6 0.4
H 3.223111 3.375083 3.851522 0.7 -0.3 0.3
C -9.281989 4.916633 0.014432 -1.0 -0.2 0.3
C -8.027819 5.461913 -0.617318 1.1 -1.1 -0.2
C -7.016719 4.296143 -0.752848 -0.8 0.8 -1.1
N -5.748149 4.666553 -1.518888 0.9 -0.6 0.8
C -4.952159 3.380243 -1.563948 0.2 0.2 0.2
C -4.925249 5.708033 -0.758688 0.6 -0.1 -0.4
C -5.285839 7.066213 -1.321778 0.6 0.4 0.1
C -5.765009 6.823923 -2.750858 -1.5 -1.2 -0.3
C -5.924889 5.267993 -2.931248 0.2 0.7 1.5
H -9.790729 4.149603 -0.569488 0.1 0.1 -0.4
H -10.025309 5.689563 0.209752 0.1 0.1 -0.1
H -9.113519 4.434703 0.977472 0.4 0.2 0.1
H -7.592599 6.235193 0.015702 -0.1 0.1 -0.1
H -8.160969 5.824663 -1.636528 -0.5 0.4 0.2
H -7.403489 3.520883 -1.414268 -0.6 -0.1 0.3
H -6.795529 3.851103 0.217262 0.5 0.2 -0.1
H -5.410899 2.621483 -2.197938 -0.2 0.3 -0.1
H -4.854209 2.966973 -0.560108 -0.3 0.2 0.1
H -3.924479 3.588893 -1.861338 -0.2 0.2 -0.4
H -3.887289 5.478263 -0.999408 0.0 0.0 0.3
H -5.112619 5.600913 0.309722 0.1 -0.1 -0.1
H -4.450919 7.757703 -1.435158 0.4 -0.4 0.6
H -5.932769 7.562313 -0.598278 -0.6 0.1 -0.7
H -5.065419 7.067003 -3.550598 0.0 0.7 0.4
H -6.714339 7.340553 -2.892118 0.1 0.0 -0.4
H -5.027239 4.951673 -3.462548 -0.3 -0.4 -0.2
H -6.862569 4.908603 -3.355148 0.2 0.0 -0.1
C -1.246839 -2.581287 0.234722 -0.5 0.6 -0.6
C -0.825889 -4.025627 0.012782 0.1 -1.4 1.1
C -1.648729 -4.990137 0.939242 0.8 -0.4 0.0
N -1.288769 -6.492117 0.918122 -1.0 -0.9 -1.9
C -1.441819 -7.062597 -0.558888 1.3 0.7 1.7
C -2.257459 -7.299137 1.797582 -0.1 0.6 0.5
C -1.478009 -8.498997 2.367312 -1.7 0.3 1.0
C -0.041929 -8.294047 2.003482 0.6 -1.5 -0.4
C 0.069491 -6.901327 1.483922 0.3 1.0 -0.5
H -0.939339 -2.130557 1.178332 0.3 -0.5 0.0
H -2.317649 -2.404747 0.133202 -0.3 -0.4 0.2
H -0.875939 -1.920157 -0.548508 0.6 -0.1 -0.2
H 0.231371 -4.130787 0.256152 0.1 0.0 0.2
H -0.916059 -4.402137 -1.006138 -0.3 0.4 -0.2
H -2.708629 -4.929717 0.692152 0.0 -0.1 0.0
H -1.522679 -4.725217 1.989012 0.0 0.2 -0.1
H -0.638059 -6.643597 -1.164288 -0.2 0.4 0.0
H -2.425539 -6.798197 -0.946798 0.1 -0.4 0.2
H -1.157319 -8.112347 -0.486808 -0.8 -0.1 -0.1
H -3.199929 -7.558927 1.315552 0.3 0.1 -0.5
H -2.521739 -6.603307 2.593872 0.0 -0.1 0.1
H -1.932349 -9.452217 2.097062 0.3 0.1 -0.4
H -1.658529 -8.446047 3.440952 0.3 -0.1 0.1
H 0.245151 -9.059887 1.282952 0.1 0.2 -0.3
H 0.645831 -8.452657 2.834092 -0.1 0.2 0.1
H 0.781051 -6.798087 0.664702 0.2 0.2 0.3
H 0.310131 -6.257847 2.330172 0.0 0.5 -0.3
C 0.881091 -1.141977 7.843592 -0.4 -0.5 0.4
C 0.002141 -0.635887 6.726382 -1.3 1.3 -0.7
C -0.748109 -1.708707 5.914992 1.0 0.0 -0.9
N -1.540239 -1.187107 4.639592 1.2 -1.5 0.0
C -1.900529 -2.466437 3.701492 0.1 0.2 1.3
C -2.883869 -3.462487 4.356662 -0.5 2.1 -0.5
C -4.099299 -2.584867 4.716742 -1.7 0.1 1.1
C -3.931609 -1.386907 5.715792 2.7 -0.1 -2.0
C -2.770849 -0.390917 5.125522 -0.9 -1.3 0.1
C -0.633489 -0.332177 3.697592 -1.1 -0.3 1.7
H 1.896141 -1.387097 7.531052 -0.2 -0.3 -0.1
H 0.372181 -2.015057 8.252032 0.4 -0.2 0.3
H 0.958141 -0.417467 8.654312 -0.1 0.0 -0.1
H 0.588071 0.009583 6.072062 0.1 -0.1 -0.4
H -0.762069 0.039243 7.111452 0.1 0.1 0.4
H -1.432189 -2.316207 6.507502 -0.1 0.4 0.0
H 0.047601 -2.371897 5.575672 -0.3 -0.3 -0.6
H -0.990519 -2.977407 3.387042 0.5 0.5 0.5
H -2.306539 -2.021157 2.793212 -0.5 0.1 0.3
H -2.493169 -4.086707 5.160282 0.2 0.5 0.2
H -3.211699 -4.184117 3.608412 0.0 0.1 -0.3
H -4.899589 -3.220527 5.095662 0.1 -0.2 0.4
H -4.625079 -2.165297 3.859072 0.6 0.0 -0.7
H -3.546459 -1.790177 6.652352 -0.4 0.3 0.2
H -4.850279 -0.812737 5.836062 0.1 -0.2 0.1
H -2.485409 0.307993 5.911752 0.4 -0.2 -0.1
H -3.043709 0.223063 4.267232 -0.5 -0.2 0.0
H -0.532339 0.643363 4.173182 0.0 0.0 -0.2
H -1.198589 -0.236677 2.770422 0.2 0.1 0.0
H 0.340601 -0.809407 3.590322 -0.3 -0.2 -0.1
C -0.537829 -2.080567 -4.051648 0.5 0.0 -0.7
C -1.250109 -2.716337 -5.193268 -5.4 2.7 -1.7
O -2.310339 -2.231607 -5.685878 4.9 -2.6 1.8
N -0.693659 -3.953637 -5.818328 1.2 1.1 -1.5
H -0.136599 -4.495647 -5.173348 0.4 -0.2 0.4
H -1.481409 -4.536357 -6.063258 -0.5 -0.3 -0.7
C 0.249561 -3.586677 -7.084728 -0.5 -0.3 0.0
H -0.916239 -1.063167 -3.952698 -0.1 -0.2 0.0
H 0.506241 -2.030857 -4.360778 0.3 0.0 0.4
H -0.637979 -2.626517 -3.113558 0.0 -0.1 0.0
H 1.156411 -3.100677 -6.724828 -0.3 -0.1 0.3
H -0.261809 -2.969967 -7.823828 -0.5 0.3 0.7
H 0.507761 -4.462777 -7.679598 -0.1 -0.5 0.7
C 0.776901 1.074463 0.419292 0.5 0.0 -1.2
C 0.421621 1.371093 -1.060848 0.0 0.4 1.6
O 1.110621 1.207733 -2.035988 -1.3 0.3 0.9
N -1.009259 1.940523 -1.165298 1.4 -1.5 -0.6
H -1.251959 2.574823 -0.417738 -0.5 -0.1 1.6
H -1.040179 2.590503 -1.937748 0.2 0.1 -0.9
C -1.998439 0.804653 -1.497688 1.1 1.6 0.3
H 1.780041 0.653383 0.486472 -0.1 -0.2 -0.2
H 0.071321 0.382583 0.879262 -0.2 0.0 -0.2
H 0.784931 1.978473 1.028242 -0.4 0.3 -0.2
H -1.586579 0.463833 -2.447598 -0.6 -0.4 0.1
H -2.941359 1.339913 -1.609438 -0.1 -0.6 0.0
H -1.969479 0.069673 -0.693288 -0.3 0.2 -0.2
C 3.438241 4.104513 -1.758448 -0.1 0.5 -0.9
C 4.049711 3.274963 -2.881758 1.1 -1.6 2.9
O 5.030031 2.576603 -2.743338 -1.9 1.2 -1.0
N 3.256291 3.151053 -4.171428 1.4 0.5 0.2
H 2.981191 2.190823 -4.321038 0.9 -0.7 -0.4
H 2.342571 3.580993 -4.152378 -0.5 1.2 0.2
C 4.199381 3.828413 -5.191968 -0.9 0.0 -0.2
H 2.787231 4.878093 -2.165718 -0.1 0.0 0.2
H 4.142701 4.583623 -1.078528 0.5 -0.2 -0.5
H 2.854061 3.440473 -1.121358 -0.2 -0.2 -0.3
H 5.218401 3.456573 -5.085048 -0.3 -0.3 -0.1
H 4.176501 4.878803 -4.901688 0.0 0.0 -0.3
H 3.761351 3.676523 -6.178458 0.3 0.1 0.1
C -4.486869 2.132243 -5.852128 -0.1 0.1 0.3
C -3.129599 1.751333 -5.377538 -1.0 -1.9 3.1
O -2.949239 0.960773 -4.454808 0.7 2.1 -2.7
N -1.998659 2.414313 -6.110848 0.8 -1.5 -1.5
H -2.383419 2.610933 -7.023758 -0.2 0.4 -0.7
H -1.753329 3.318123 -5.732628 0.1 1.2 0.9
C -0.766299 1.530813 -6.288378 -0.3 0.3 1.1
H -4.722819 1.541603 -6.737328 0.0 0.2 -0.4
H -4.597669 3.201103 -6.034778 0.2 0.0 -0.4
H -5.223839 1.851813 -5.099578 0.2 -0.1 0.0
H 0.111821 1.956203 -6.774228 -0.7 0.8 -0.5
H -1.100869 0.647983 -6.833148 0.2 -0.1 0.5
H -0.449199 1.430523 -5.250358 0.0 -0.9 -0.1
P -0.616329 4.745483 -3.576188 0.8 4.1 -1.1
F -1.605319 5.503113 -2.622648 -1.2 -1.2 0.3
F -1.215929 3.235523 -3.366518 -0.5 0.2 -0.3
F -1.702149 4.932503 -4.870938 0.9 -1.3 0.8
F 0.533591 4.075403 -4.537968 -0.2 -1.1 -0.6
F 0.022851 6.141383 -3.968218 0.2 -0.1 -0.1
F 0.393931 4.564373 -2.329108 0.0 -1.0 0.1
P 2.441951 -2.982687 2.645542 0.3 -3.2 0.7
F 1.679731 -1.765977 1.847112 0.8 0.1 -0.7
F 2.796891 -3.843097 1.249002 -0.5 1.3 0.5
F 3.887891 -2.279887 2.549922 -0.6 0.2 -0.2
F 2.979561 -4.233197 3.523672 0.7 0.7 -0.7
F 2.078811 -2.261627 4.015012 0.0 1.1 0.6
F 1.011031 -3.726777 2.687392 -1.2 -0.2 -0.6
P -2.635509 3.315853 1.789932 -1.2 1.8 2.7
F -2.611339 3.742963 0.194402 -0.9 0.5 0.0
F -2.467199 4.841933 2.299282 -0.6 -0.6 -1.5
F -4.288929 3.300663 1.971092 1.6 0.4 -1.7
F -2.587579 2.901833 3.330062 0.7 -1.2 0.0
F -2.643159 1.792253 1.268972 -0.8 -1.5 -0.1
F -1.037609 3.194533 1.626512 1.7 0.1 0.3
```
Forces are in eV/Å.

Results of the Löwdin charge analysis, in e, for atoms 1 through 2:
1 C -0.08
2 C -0.18

=====

no.,largest force on an atom (eV/A)
1,4.04
2,3.24
3,6.30